Entry 1:
{
  "formula": "C32H35N5O8PS3SbW",
  "method": "ωB97M-V/def2-TZVPD",
  "homo_ev": [-10.5, -10.6],
  "de_lowest_kcal_mol": 115.0,
  "multiplicity": 2,
  "s_squared": 0.764,
  "fmax_ha_per_bohr": 0.0275,
  "charge": 1,
  "mol_weight_g_mol": 1050.43,
  "elements": ["W", "C", "C", "C", "C", "C", "C", "N", "C", "C", "C", "C", "C", "C", "N", "N", "C", "C", "C", "C", "C", "N", "H", "H", "H", "H", "H", "H", "H", "H", "H", "H", "H", "H", "H", "O", "C", "C", "C", "C", "C", "C", "C", "O", "N", "O", "O", "H", "H", "H", "H", "S", "Sb", "S", "S", "C", "C", "C", "C", "O", "P", "O", "O", "O", "C", "C", "C", "C", "H", "H", "H", "H", "H", "H", "H", "H", "H", "H", "H", "H", "H", "H", "H", "H", "H", "H"],
  "coordinates": [[0.9582, 1.0332, 0.8796], [-4.2898, -0.3178, -0.3395], [-3.7643, -0.3983, 0.9434], [-2.3931, -0.5070, 1.1174], [-1.5325, -0.5431, 0.0282], [-2.0531, -0.4597, -1.2533], [-3.4280, -0.3511, -1.4306], [-0.1185, -0.5988, 0.3403], [0.8152, -1.5933, -0.2556], [0.3425, -2.9959, -0.7871], [1.5986, -3.7329, -1.2045], [2.7277, -3.6410, -0.5334], [2.8536, -2.7021, 0.5780], [1.9623, -1.7289, 0.7526], [2.0437, -0.5935, 1.6003], [3.3539, -0.0096, 1.7150], [3.2741, 1.2625, 2.3428], [4.3877, 2.1421, 2.3272], [4.2787, 3.5063, 2.9882], [2.9137, 3.6990, 3.5727], [1.9242, 2.8492, 3.3658], [2.0514, 1.6208, 2.6608], [-5.3594, -0.2399, -0.4896], [-4.4181, -0.3877, 1.8080], [-1.9779, -0.6005, 2.1123], [-1.3922, -0.4778, -2.1051], [-3.8258, -0.2957, -2.4371], [-0.5545, -3.4648, -2.4621], [1.5065, -4.4053, -2.0531], [3.5920, -4.2305, -0.8118], [3.6825, -2.8122, 1.2583], [5.3717, 1.7023, 2.2800], [5.0487, 3.6379, 3.7469], [2.7309, 4.5828, 4.1708], [0.9322, 3.0265, 3.7530], [-0.4198, 1.8959, -0.4608], [-1.5242, 2.4229, -0.3309], [-2.1728, 2.6631, 0.9180], [-3.4198, 3.2841, 0.9207], [-4.0550, 3.4491, 2.1165], [-3.4945, 3.0182, 3.3138], [-2.2638, 2.3902, 3.3134], [-1.6062, 2.2004, 2.1064], [-0.4505, 1.5281, 2.0909], [-5.3947, 4.0842, 2.1319], [-5.9228, 4.2263, 3.2111], [-5.8654, 4.4119, 1.0659], [-2.0247, 2.7346, -1.2524], [-3.8845, 3.6278, 0.0041], [-4.0410, 3.1776, 4.2332], [-1.8131, 2.0249, 4.2266], [4.7029, 4.7434, 1.6727], [4.0086, 2.9676, 0.1409], [4.6946, -0.3993, 0.8134], [1.6581, 3.4049, 0.4649], [0.4009, -4.6901, 1.2257], [-0.4732, -3.9986, 0.1611], [-1.6263, -3.3385, 0.9033], [-1.0630, -5.1027, -0.7289], [-0.4302, -2.6647, -1.9409], [1.7795, -0.5921, -1.6363], [3.0235, -1.1088, -2.2017], [2.0311, 0.7202, -0.6348], [0.7136, -0.0116, -2.6165], [0.9753, 0.6450, -3.9138], [1.4497, -0.4099, -4.8911], [1.9941, 1.7516, -3.7030], [-0.3739, 1.2122, -4.3058], [-0.2566, -5.2927, 1.8557], [0.9100, -3.9758, 1.8751], [1.1469, -5.3575, 0.7975], [-2.1426, -4.1026, 1.4899], [-2.3547, -2.8987, 0.2218], [-1.2697, -2.5769, 1.5975], [-1.6033, -5.8092, -0.0954], [-0.2905, -5.6729, -1.2541], [-1.7836, -4.7155, -1.4508], [2.4076, -0.8313, -4.5853], [1.5615, 0.0487, -5.8746], [0.7155, -1.2148, -4.9647], [2.9731, 1.3423, -3.4448], [1.6645, 2.4291, -2.9131], [2.0970, 2.3213, -4.6271], [-1.1212, 0.4175, -4.3567], [-0.3058, 1.6841, -5.2864], [-0.7029, 1.9617, -3.5811]]
}

---

Entry 2:
{
  "formula": "C18H26Br2F2N4O8",
  "method": "ωB97M-V/def2-TZVPD",
  "homo_ev": -9.3,
  "de_lowest_kcal_mol": 13.3,
  "smiles": "C[N+](=O)[O-].C[N+](=O)[O-].C[N+](=O)[O-].C[N+](=O)[O-].Fc1ccccc1.Fc1ccccc1.BrCCBr",
  "multiplicity": 1,
  "fmax_ha_per_bohr": 0.0671,
  "charge": 0,
  "mol_weight_g_mol": 624.23,
  "elements": ["C", "N", "O", "O", "H", "H", "H", "C", "N", "O", "O", "H", "H", "H", "C", "N", "O", "O", "H", "H", "H", "C", "N", "O", "O", "H", "H", "H", "Br", "C", "C", "Br", "H", "H", "H", "H", "F", "C", "C", "C", "C", "C", "C", "H", "H", "H", "H", "H", "F", "C", "C", "C", "C", "C", "C", "H", "H", "H", "H", "H"],
  "coordinates": [[2.4221, -3.5910, 5.0682], [1.2935, -3.0102, 4.2502], [0.5148, -2.2869, 4.7959], [1.2606, -3.3573, 3.0459], [1.9939, -4.0706, 5.9484], [3.1657, -2.8148, 5.2489], [2.8624, -4.3393, 4.4093], [-2.0552, 4.9566, -5.0112], [-3.3743, 5.5069, -5.4257], [-4.1983, 4.8177, -6.0220], [-3.6294, 6.7033, -5.2577], [-1.6720, 4.2933, -5.7866], [-2.2980, 4.4158, -4.0965], [-1.4052, 5.7770, -4.7070], [-4.9157, -1.5014, -5.8423], [-3.4798, -1.3397, -6.2574], [-3.1095, -0.1951, -6.2841], [-2.7259, -2.2712, -6.3516], [-5.5538, -1.6874, -6.7062], [-5.2854, -0.5888, -5.3747], [-4.9205, -2.3185, -5.1210], [7.9312, -1.5117, -4.1673], [6.6401, -0.7157, -4.0701], [5.8409, -1.0477, -3.1830], [6.4795, 0.1464, -4.8955], [8.2532, -1.6768, -3.1391], [8.6180, -0.7834, -4.5985], [7.8986, -2.4050, -4.7910], [-2.0726, -0.8534, -0.3820], [-0.6661, -2.0315, -1.1398], [0.6176, -1.1091, -1.0479], [0.5899, 0.4204, -2.2722], [-1.0076, -2.3677, -2.1188], [-0.6625, -2.9297, -0.5222], [1.5831, -1.6090, -1.1255], [0.7754, -0.7063, -0.0474], [-8.5526, 2.1204, 6.0475], [-8.0174, 1.0929, 5.2903], [-8.8691, 0.0691, 4.9588], [-8.3393, -1.0691, 4.3017], [-6.9557, -1.0901, 4.0235], [-6.1385, -0.0382, 4.3614], [-6.6846, 1.0240, 5.0275], [-9.8963, 0.0789, 5.2921], [-9.0182, -1.8731, 4.0586], [-6.4493, -1.9878, 3.7010], [-5.1076, -0.1263, 4.0516], [-6.1815, 1.9645, 5.1971], [4.3539, 0.8255, 4.1361], [5.2746, 1.0315, 3.0881], [6.5768, 0.7853, 3.4452], [7.5574, 1.0061, 2.4862], [7.1670, 1.4899, 1.2453], [5.8836, 1.9623, 0.9784], [4.9063, 1.6755, 1.9615], [6.9527, 0.3777, 4.3720], [8.5998, 0.9154, 2.7538], [7.8170, 1.6376, 0.3955], [5.5294, 2.2243, -0.0076], [3.8827, 1.9858, 1.8117]]
}

---

Entry 3:
{
  "formula": "C3H12NO3",
  "method": "ωB97M-V/def2-TZVPD",
  "homo_ev": -4.0,
  "de_lowest_kcal_mol": 13.7,
  "multiplicity": 1,
  "fmax_ha_per_bohr": 0.0425,
  "charge": -1,
  "mol_weight_g_mol": 110.13,
  "elements": ["C", "N", "C", "O", "C", "H", "H", "H", "H", "H", "H", "H", "H", "H", "H", "O", "H", "H", "O"],
  "coordinates": [[-1.2881, -0.6857, 0.7468], [-0.3530, -1.0629, -0.3345], [-0.2540, -0.1323, -1.4851], [0.2915, 1.0838, -1.2612], [-1.1706, -1.6124, 1.9342], [-2.2866, -0.6518, 0.2897], [-1.0084, 0.3477, 1.0422], [0.5727, -1.2053, 0.0682], [0.4353, -0.7994, -2.1049], [-1.1972, -0.0257, -2.0380], [-0.8614, -2.5804, 1.5840], [-0.4405, -1.3560, 2.7020], [-2.1639, -1.7276, 2.3912], [0.5895, 1.3891, 0.1847], [1.3849, 2.5452, 0.8655], [0.7644, 1.8499, 1.1024], [1.6272, 1.1776, -2.0958], [2.7631, 1.9453, -1.3791], [2.5951, 1.5008, -2.2122]]
}

---

Entry 4:
{
  "formula": "C2H3Cl2N",
  "method": "ωB97M-V/def2-TZVPD",
  "homo_ev": -9.6,
  "de_lowest_kcal_mol": 99.1,
  "multiplicity": 1,
  "fmax_ha_per_bohr": 0.0783,
  "charge": 0,
  "mol_weight_g_mol": 111.96,
  "elements": ["C", "C", "N", "Cl", "Cl", "H", "H", "H"],
  "coordinates": [[0.0678, -0.2281, -0.5577], [-0.1692, 0.4487, 0.7727], [-1.0214, -0.3733, 0.3470], [-1.2639, 3.9514, 1.5583], [-2.5083, -1.2339, 0.4216], [-0.1381, 0.2308, -1.4848], [0.8452, -1.1265, -0.7302], [-1.5715, 3.0884, 2.3620]]
}